1.
The following is a DFT calculation (ωB97M-V with the def2-TZVPD basis set) of C31H34MnN7O3SSi2 as an isolated structure in a non-equilibrium geometry.

Results
max |F|	0.02129	hartree/bohr
frontier orbital gap (spin up / spin down)	8.008 / 7.631	eV
HOMO level (spin up / spin down)	-17.04 / -17.07	eV
E	-107158.3926	eV

Geometry as ORCA input:
```
! RIJCOSX wB97M-V def2-TZVPD def2/J DEFGRID3
* xyz 3 2
Mn -0.10152 -0.51191 0.06354
S 0.34213 1.37457 1.52689
C -1.36499 1.63432 1.14378
C -2.28752 2.23603 1.97466
C -3.59068 2.35169 1.51860
C -3.91327 1.84213 0.26863
C -2.93802 1.20379 -0.47431
N -1.66749 1.10201 -0.05312
H -1.98966 2.59665 2.94798
H -4.34390 2.82873 2.13063
H -4.91480 1.92642 -0.12821
H -3.17933 0.75464 -1.42200
O 4.20747 -6.23436 0.07480
N 4.83134 -5.20923 0.24107
O 6.01664 -5.11574 0.41498
C 4.07131 -3.93351 0.16573
C 4.77820 -2.84760 -0.19436
C 4.12608 -1.58525 -0.36379
C 4.83855 -0.42668 -0.71371
C 4.14538 0.74735 -0.84348
C 2.76273 0.73901 -0.65570
N 2.04798 -0.33673 -0.34509
C 2.74395 -1.49404 -0.17640
C 2.01372 -2.64254 0.26465
N 0.69738 -2.42625 0.53026
C 0.01715 -3.44517 1.04154
C 0.56921 -4.69990 1.27901
C 1.88531 -4.93323 0.98095
C 2.65692 -3.87727 0.45535
H 5.84462 -2.93509 -0.35926
H 5.90916 -0.47231 -0.86355
H 4.63714 1.67443 -1.10036
H 2.22040 1.65359 -0.81496
H -1.00463 -3.27647 1.32451
H -0.04538 -5.47494 1.71242
H 2.33091 -5.89787 1.15978
C -1.74035 0.51391 -3.18578
Si -0.10817 0.52204 -2.29300
C 0.94338 -0.84081 -3.02706
C 0.58710 2.24851 -2.32746
C 0.75308 2.52636 -3.69292
C 1.17591 3.77027 -4.14371
C 1.44020 4.76625 -3.22489
C 1.30013 4.50030 -1.86849
C 0.88117 3.25459 -1.38431
Si 0.96566 3.33306 0.49312
C 2.69504 3.53942 1.13383
C -0.18615 4.62465 1.14162
H -1.49138 0.34158 -4.23669
H -2.23783 1.47926 -3.12964
H -2.42953 -0.27213 -2.89356
H 0.61922 -0.97770 -4.06084
H 0.83050 -1.80369 -2.52482
H 1.99767 -0.57737 -3.02560
H 0.54880 1.76910 -4.44343
H 1.29259 3.95142 -5.20287
H 1.76466 5.74322 -3.55394
H 1.53949 5.30149 -1.17845
H 3.29924 4.13142 0.44561
H 3.20967 2.59370 1.30465
H 2.66190 4.07070 2.08669
H 0.25186 5.59203 0.88220
H -0.26669 4.59951 2.22858
H -1.17726 4.58740 0.69513
C -5.17178 -3.64084 -0.76279
N -3.96594 -2.88054 -0.44727
C -3.68036 -2.28466 0.84995
C -2.35106 -1.65515 0.55341
O -1.58539 -1.06540 1.33855
N -1.99372 -1.81803 -0.72561
C -2.98336 -2.58150 -1.29003
N -2.94768 -2.97520 -2.55261
H -5.64397 -3.93848 0.16974
H -4.91232 -4.54902 -1.30588
H -5.87380 -3.04106 -1.34142
H -3.61381 -3.03434 1.64282
H -4.42050 -1.53552 1.14416
H -2.12738 -2.79968 -3.10848
H -3.66807 -3.55894 -2.94809
*
```

=====

2.
The following is a DFT calculation (ωB97M-V with the def2-TZVPD basis set) of C31H34N3O3PdSSb2 as an isolated structure.

Results
max |F|	0.01197	hartree/bohr
frontier orbital gap (spin up / spin down)	6.578 / 5.083	eV
HOMO level (spin up / spin down)	-15.25 / -15.55	eV
E	-70674.7119	eV

Geometry as ORCA input:
```
! RIJCOSX wB97M-V def2-TZVPD def2/J DEFGRID3
* xyz 3 5
Pd -0.73323 0.89684 0.19772
N -0.39809 5.34785 0.88194
C 0.84811 5.92931 0.67169
C 1.04390 7.28035 0.93576
C 2.28900 7.82918 0.71454
C 3.35238 7.04832 0.22874
C 3.17182 5.71340 -0.03270
C 1.91043 5.13716 0.19365
S 1.70042 3.47065 -0.10665
N 0.13248 3.16105 0.24450
C -0.71644 4.05905 0.65503
C -2.12664 3.63544 0.91816
C -3.15702 4.55271 1.01831
C -4.43045 4.10264 1.35131
C -4.61625 2.75470 1.58321
C -3.53707 1.89814 1.41877
N -2.31955 2.31385 1.07115
H -1.10973 5.94188 1.28608
H 0.22856 7.88959 1.30434
H 2.44939 8.87947 0.91635
H 4.31756 7.50605 0.06289
H 3.98537 5.10432 -0.40527
H -3.00753 5.60514 0.81879
H -5.25140 4.80169 1.43241
H -5.57883 2.35933 1.87498
H -3.64551 0.83522 1.58410
C -4.21266 -1.68652 0.15832
Sb -2.33441 -1.14458 -0.65759
C -2.96158 0.04644 -2.31284
C -1.90889 -2.95437 -1.77197
C -1.90882 -4.22529 -0.97685
C -3.11777 -4.76694 -0.55181
C -3.16452 -5.90580 0.23760
C -1.99047 -6.54737 0.61638
C -0.78347 -6.05750 0.17049
C -0.71512 -4.91751 -0.65065
C 0.59129 -4.52809 -1.16235
Sb 1.39924 -2.97489 0.27440
C 0.20939 -3.17208 2.01303
C 3.20786 -3.82925 0.95228
H -4.87260 -1.91755 -0.67685
H -4.63954 -0.86972 0.73332
H -4.10695 -2.55600 0.80176
H -3.25732 -0.60561 -3.13403
H -2.15862 0.69581 -2.65672
H -3.82132 0.64617 -2.01642
H -1.00953 -2.77846 -2.35585
H -2.75313 -2.93756 -2.46518
H -4.04718 -4.30120 -0.85348
H -4.12133 -6.30337 0.54812
H -2.02986 -7.44254 1.22101
H 0.13463 -6.58116 0.41073
H 0.65243 -4.05699 -2.13397
H 1.36968 -5.27681 -1.02251
H 0.34888 -4.17646 2.41120
H -0.84473 -3.00549 1.80166
H 0.55563 -2.44597 2.74799
H 3.00486 -4.84645 1.29002
H 3.58024 -3.24833 1.79531
H 3.95202 -3.83651 0.15937
O 2.69503 -0.29419 -2.96532
C 3.52982 -0.37970 -1.90968
C 4.87591 -0.70833 -2.05862
C 5.69827 -0.80042 -0.95224
C 5.20163 -0.57831 0.33410
C 3.86993 -0.27074 0.48903
C 3.01538 -0.15839 -0.62344
C 1.61494 0.16892 -0.37683
O 0.82598 0.62303 -1.24890
O 1.11163 0.00077 0.80694
H 3.18325 -0.45665 -3.78323
H 5.27468 -0.89405 -3.04883
H 6.74168 -1.04912 -1.09376
H 5.85501 -0.64868 1.19159
H 3.45877 -0.09956 1.47546
*
```

=====

3.
The following is a DFT calculation (ωB97M-V with the def2-TZVPD basis set) of C31H34N7O4ReS as an isolated structure.

Results
max |F|	0.00893	hartree/bohr
frontier orbital gap (spin up / spin down)	7.423 / 6.704	eV
HOMO level (spin up / spin down)	-10.18 / -10.28	eV
E	-64281.0019	eV

Geometry as ORCA input:
```
! RIJCOSX wB97M-V def2-TZVPD def2/J DEFGRID3
* xyz 1 4
Re 0.35696 -0.94961 -0.36381
C -2.38430 -0.57129 0.92772
N -1.84823 -1.18426 -0.32792
C -2.46338 -0.37170 -1.41942
C -2.18257 -0.68712 -2.88387
C -0.76076 -1.06629 -3.31512
N 0.33270 -0.65017 -2.43237
C 1.25999 0.07637 -2.97158
C 2.51399 0.43665 -2.38895
C 3.32100 1.37871 -3.05578
C 4.59568 1.63884 -2.62439
C 5.10507 0.91742 -1.53521
C 4.34438 -0.01970 -0.87565
C 3.02375 -0.24941 -1.27183
O 2.29884 -1.14987 -0.62307
C -2.29667 -2.60844 -0.31258
C -1.76908 -3.55707 -1.38681
C -0.24020 -3.79958 -1.39580
N 0.41256 -3.05256 -0.32475
C 1.05075 -3.71569 0.58095
C 1.56873 -3.20141 1.81207
C 2.38031 -4.03152 2.61007
C 2.76806 -3.63568 3.86445
C 2.30413 -2.41002 4.36446
C 1.48821 -1.59175 3.61852
C 1.12727 -1.96320 2.31630
O 0.33526 -1.17568 1.61678
H -3.47341 -0.66678 0.92682
H -2.11125 0.48270 0.95580
H -1.96152 -1.07504 1.78941
H -2.12119 0.64259 -1.22761
H -3.54799 -0.38279 -1.26457
H -2.47556 0.22759 -3.40248
H -2.85374 -1.46502 -3.25188
H -0.56987 -0.66270 -4.31137
H -0.69319 -2.14805 -3.42059
H 1.08698 0.42076 -3.98941
H 2.90890 1.90206 -3.90928
H 5.20530 2.37776 -3.12205
H 6.11866 1.10189 -1.20392
H 4.72868 -0.57527 -0.03234
H -3.39116 -2.59866 -0.36529
H -2.02653 -2.99512 0.67116
H -2.10981 -3.25350 -2.37366
H -2.27090 -4.50586 -1.18855
H 0.20647 -3.49786 -2.34246
H -0.02562 -4.86242 -1.26897
H 1.16729 -4.78731 0.41594
H 2.69608 -4.98858 2.21390
H 3.40225 -4.26606 4.46991
H 2.58954 -2.10226 5.36213
H 1.12367 -0.64889 4.00140
N -5.51892 4.35103 0.87534
C -4.28781 3.91368 0.48787
C -4.09764 3.31363 -0.76271
C -2.85001 2.86326 -1.14074
C -1.75676 2.98013 -0.28306
C -1.93130 3.61657 0.94472
C -3.17584 4.06532 1.32745
S -0.17642 2.45958 -0.88066
O -0.45111 1.91477 -2.19272
O 0.76876 3.52659 -0.76476
N 0.38827 1.16637 0.02538
C 1.11926 1.54753 1.18081
N 0.66582 2.55977 1.90779
C 1.39221 2.91307 2.95918
C 2.55157 2.24846 3.31970
C 2.90637 1.18280 2.51338
N 2.20424 0.83139 1.44409
H -6.29352 4.33216 0.23903
H -5.63420 4.85655 1.73378
H -4.93037 3.22997 -1.44908
H -2.71123 2.45158 -2.13018
H -1.08030 3.75486 1.59155
H -3.29424 4.56097 2.28238
H 1.02267 3.75243 3.53782
H 3.13830 2.54195 4.17591
H 3.78763 0.58645 2.72326
*
```

=====

> Which formula does entry 2 have?

C31H34N3O3PdSSb2